{"formula": "C39H62N6O3P4PtSi2", "method": "ωB97M-V with the def2-TZVPD basis set", "symbols": ["Pt", "C", "Si", "C", "C", "N", "P", "C", "P", "N", "Si", "C", "C", "C", "C", "C", "C", "C", "C", "C", "C", "C", "C", "C", "C", "C", "C", "C", "C", "C", "C", "C", "C", "C", "C", "C", "C", "C", "H", "H", "H", "H", "H", "H", "H", "H", "H", "H", "H", "H", "H", "H", "H", "H", "H", "H", "H", "H", "H", "H", "H", "H", "H", "H", "H", "H", "H", "H", "H", "H", "H", "H", "H", "H", "H", "H", "C", "N", "C", "P", "O", "O", "P", "O", "N", "C", "C", "N", "C", "C", "N", "C", "C", "H", "H", "H", "H", "H", "H", "H", "H", "H", "H", "H", "H", "H", "H", "H", "H", "H", "H", "H", "H", "H", "H", "H", "H"], "positions_angstrom": [[0.4281, -0.3120, 0.0112], [-1.5650, -3.8699, -1.8993], [-2.2060, -3.2567, -0.1945], [-4.1070, -3.4458, -0.2198], [-1.5129, -4.4297, 1.1453], [-1.7406, -1.6355, 0.1413], [-2.5325, -0.2484, 0.0470], [-1.1880, 0.8627, 0.0230], [-0.5537, 2.4818, -0.1102], [1.0113, 2.1588, -0.1993], [2.4006, 3.1152, 0.1397], [3.1720, 2.7482, 1.8583], [1.9806, 4.9796, 0.0959], [3.7340, 2.7869, -1.1924], [-0.9603, 3.4065, -1.6304], [-0.8373, 4.7849, -1.7668], [-0.8767, 5.3638, -3.0235], [-1.0418, 4.5743, -4.1500], [-1.1358, 3.1968, -4.0210], [-1.0846, 2.6164, -2.7688], [-0.9786, 3.4783, 1.3574], [-0.3775, 2.9961, 2.5175], [-0.5143, 3.6733, 3.7125], [-1.2397, 4.8560, 3.7554], [-1.8675, 5.3221, 2.6123], [-1.7591, 4.6272, 1.4168], [-3.6094, -0.1741, 1.5202], [-4.8802, -0.7359, 1.5860], [-5.5015, -0.9072, 2.8112], [-4.8634, -0.5135, 3.9773], [-3.5915, 0.0370, 3.9167], [-2.9645, 0.1942, 2.6965], [-3.5607, -0.1273, -1.4539], [-2.9166, -0.5938, -2.5971], [-3.5802, -0.6337, -3.8066], [-4.9044, -0.2268, -3.8799], [-5.5429, 0.2567, -2.7489], [-4.8699, 0.3300, -1.5401], [-1.5135, -4.9539, -1.9263], [-0.5629, -3.4928, -2.0738], [-2.1967, -3.5479, -2.7238], [-4.4169, -4.4121, -0.5998], [-4.5481, -2.6813, -0.8528], [-4.5211, -3.3341, 0.7758], [-1.7856, -5.4568, 0.9253], [-1.9059, -4.1921, 2.1272], [-0.4295, -4.3830, 1.1885], [2.6495, 3.2529, 2.6663], [4.2103, 3.0652, 1.8847], [3.1477, 1.6829, 2.0552], [1.1247, 5.1840, 0.7315], [1.7309, 5.2933, -0.9110], [2.8038, 5.5941, 0.4395], [4.0243, 1.7407, -1.2115], [4.6276, 3.3690, -0.9886], [3.3815, 3.0628, -2.1811], [-0.6883, 5.4030, -0.8955], [-0.7650, 6.4350, -3.1298], [-1.0885, 5.0326, -5.1285], [-1.2367, 2.5834, -4.9040], [-1.1309, 1.5424, -2.6402], [0.2068, 2.0867, 2.4407], [-0.0533, 3.2881, 4.6104], [-1.3155, 5.4063, 4.6839], [-2.4465, 6.2364, 2.6558], [-2.2756, 4.9758, 0.5343], [-5.3754, -1.0536, 0.6814], [-6.4846, -1.3560, 2.8640], [-5.3566, -0.6378, 4.9311], [-3.0952, 0.3360, 4.8285], [-1.9634, 0.6007, 2.6212], [-1.8944, -0.9379, -2.4974], [-3.0745, -0.9882, -4.6924], [-5.4337, -0.2849, -4.8204], [-6.5751, 0.5763, -2.8147], [-5.3591, 0.7340, -0.6644], [6.1237, -1.4194, -1.6164], [5.2562, -0.6892, -0.7225], [5.9099, -0.0826, 0.4149], [3.6519, -1.0862, -0.5728], [2.9480, -0.2108, 0.3661], [3.6577, -2.6380, 0.0164], [2.1798, -3.1230, 0.6001], [1.1285, -2.7150, -0.3339], [2.2973, -4.7734, 0.7415], [1.9345, -5.5799, -0.4026], [3.2574, -5.3732, 1.6392], [2.0721, -2.5851, 2.1725], [3.2452, -2.1026, 2.8746], [0.8642, -1.8441, 2.4939], [3.0933, -1.1571, -2.1378], [1.9966, -0.2589, -2.4570], [3.0223, -2.4176, -2.8493], [6.9887, -0.7992, -1.8575], [5.5855, -1.6269, -2.5361], [6.4823, -2.3612, -1.1864], [6.6574, 0.6268, 0.0554], [6.3963, -0.8194, 1.0632], [5.1616, 0.4612, 0.9844], [1.1834, -5.0408, -0.9740], [1.4959, -6.5187, -0.0531], [2.7935, -5.7993, -1.0485], [3.2933, -4.7913, 2.5554], [4.2638, -5.4255, 1.2094], [2.9337, -6.3861, 1.8866], [4.1167, -2.6805, 2.5721], [3.0786, -2.2379, 3.9457], [3.4366, -1.0422, 2.6769], [0.0129, -2.3129, 2.0019], [0.9190, -0.7804, 2.1632], [0.7252, -1.8762, 3.5744], [2.1475, 0.6920, -1.9474], [1.0097, -0.6719, -2.1503], [1.9949, -0.0965, -3.5348], [3.8483, -3.0598, -2.5487], [3.1012, -2.2040, -3.9177], [2.0779, -2.9418, -2.6639]], "lowdin_spin": [1.00, 0.00, 0.01, 0.01, 0.00, 0.08, 0.10, 0.44, 0.10, 0.07, 0.01, 0.00, 0.01, 0.00, 0.01, 0.01, 0.00, 0.00, 0.00, 0.01, 0.01, 0.01, 0.00, 0.01, 0.00, 0.01, 0.01, 0.01, 0.00, 0.00, 0.00, 0.01, 0.01, 0.01, 0.00, 0.01, 0.00, 0.01, 0.00, 0.00, 0.00, 0.00, 0.00, 0.00, 0.00, 0.00, 0.00, 0.00, 0.00, 0.00, 0.00, 0.00, 0.00, 0.00, 0.00, 0.00, 0.00, 0.00, 0.00, 0.00, 0.00, 0.00, 0.00, 0.00, 0.00, 0.00, 0.00, 0.00, 0.00, 0.00, 0.00, 0.00, 0.00, 0.00, 0.00, 0.00, 0.00, 0.00, 0.00, 0.00, 0.01, 0.00, 0.00, 0.01, 0.00, 0.00, 0.00, 0.00, 0.00, 0.01, 0.00, 0.01, 0.00, 0.00, 0.00, 0.00, 0.00, 0.00, 0.00, 0.00, 0.00, 0.00, 0.00, 0.00, 0.00, 0.00, 0.00, 0.00, 0.00, 0.00, 0.00, 0.00, 0.00, 0.00, 0.00, 0.00, 0.00], "energy_ev": -112695.46934, "homo_ev": [-5.94, -7.27], "orbital_gap_ha": [0.238, 0.261], "multiplicity": 3, "lumo_ev": [0.543, -0.172], "de_lowest_ev": 0.9426}